No. 1
Density functional theory data (ωB97M-V/def2-TZVPD) for the ion C5H13N2 with charge +1 at a distorted geometry.

Element x y z (Å)
H1 1.70 0.28 -2.26
H2 0.43 -0.71 2.50
H3 -0.17 1.02 2.47
H4 0.83 1.77 -0.81
C1 1.93 -0.41 -1.47
H5 2.91 -0.85 -1.64
H6 -0.44 -0.99 -1.90
N1 -1.03 -0.24 -1.51
H7 -1.17 -1.35 1.03
C2 -1.02 -0.25 1.08
H8 -2.00 -0.46 -1.31
H9 -2.00 0.09 0.90
C3 -0.11 0.14 -0.12
N2 0.23 1.51 -0.14
H10 -1.17 -0.35 3.06
C4 -0.38 0.01 2.46
H11 -0.86 0.50 -2.13
H12 1.65 -1.40 0.22
H13 -0.46 2.30 0.02
C5 1.15 -0.62 -0.43

Summary:
structure (SMILES) = C=C[C@@](N)([NH3+])CC
orbital gap = 11.405 eV
charge = +1
energy above the lowest of the compared OMol25 structures with the same formula, charge and spin = 273.46 kJ/mol
LUMO energy = -3.15 eV

---

No. 2
Density functional theory data (ωB97M-V/def2-TZVPD) for a cluster of 2 separate species, C4H9O in total at a distorted geometry.

Element x y z (Å)
O1 -1.34 1.33 0.33
H1 -2.97 2.42 -0.22
H2 2.82 -2.22 -0.07
H3 2.22 -1.89 -1.85
C1 1.47 -0.64 -0.43
H4 -3.50 0.99 0.52
H5 0.74 -1.06 1.57
C2 1.03 -0.21 0.97
C3 2.31 -1.61 -0.80
H6 1.77 0.39 1.50
C4 -2.62 1.35 -0.07
H7 -2.84 0.93 -1.10
H8 0.66 -0.35 -1.10
H9 0.25 0.57 0.76

Summary:
orbital gap = 6.320 eV
charge = -1
energy above the lowest of the compared OMol25 structures with the same formula, charge and spin = 145.34 kJ/mol
LUMO energy = 4.05 eV

---

No. 3
Density functional theory data (ωB97M-V/def2-TZVPD) for the molecule C22H25N3O5S2 at a distorted geometry.

Element x y z (Å)
C1 -4.66 0.49 -1.38
H1 -6.84 2.69 -0.01
C2 -2.60 -1.71 2.11
H2 0.93 -0.02 4.25
H3 8.19 -0.42 -0.68
C3 -2.45 -1.48 -0.26
H4 -2.64 0.94 -1.91
C4 -1.15 -1.05 -0.15
C5 6.43 -0.36 -2.76
H5 5.04 0.81 0.91
N1 -4.60 -0.82 -1.85
H6 -6.20 -2.98 1.30
H7 7.06 -0.24 0.65
H8 -5.43 -1.87 2.46
O1 -3.59 -3.07 -2.06
C6 -3.55 1.32 -1.47
H9 -2.76 3.28 -1.11
O2 -2.29 -1.14 -2.85
H10 6.41 2.05 -0.26
H11 -3.14 -1.98 3.01
H12 -0.83 -1.25 3.20
C7 3.14 0.11 0.80
C8 -0.54 -0.92 1.10
H13 6.96 -1.66 -0.40
C9 6.21 0.15 -1.33
H14 7.45 1.88 -1.67
C10 -1.29 -1.28 2.22
H15 -5.71 4.66 0.21
C11 -5.84 0.99 -0.84
H16 1.43 1.60 3.80
H17 -5.38 -1.41 -1.61
S1 -3.18 -1.71 -1.88
H18 5.75 0.15 -3.44
H19 -6.71 0.35 -0.77
C12 7.16 -0.59 -0.37
H20 7.45 -0.18 -3.07
C13 4.77 -0.16 -0.92
O3 3.98 -0.76 -1.62
H21 6.21 -1.42 -2.81
H22 -4.77 -3.51 2.21
C14 -3.62 2.63 -1.04
C15 -3.21 -1.81 0.86
H23 5.72 2.19 -1.88
C16 0.83 -0.45 1.19
S2 1.94 -0.73 -0.14
H24 -0.62 -0.82 -1.06
C17 -5.25 -2.66 1.73
C18 6.46 1.66 -1.28
C19 -4.80 3.13 -0.51
C20 -5.91 2.30 -0.41
H25 -0.18 1.02 3.33
C21 1.45 0.24 2.19
C22 0.87 0.74 3.47
O4 -4.49 -2.18 0.64
N2 4.41 0.30 0.31
N3 2.76 0.55 1.95
O5 -4.82 4.43 -0.10

Summary:
structure (SMILES) = COc1ccc(-c2sc(NC(=O)C(C)(C)C)nc2C)cc1S(=O)(=O)Nc1ccc(O)cc1
orbital gap = 8.325 eV
energy above the lowest of the compared OMol25 structures with the same formula, charge and spin = 80.78 kJ/mol
LUMO energy = 0.54 eV

---

No. 4
Density functional theory data (ωB97M-V/def2-TZVPD) for a structure of composition C18H36N5O2P3Tc at a distorted geometry.

Element x y z (Å)
C1 1.33 -1.12 -2.16
C2 -2.19 4.36 0.83
H1 5.40 -2.34 1.80
H2 -1.57 4.35 1.73
H3 -2.98 4.82 -1.81
P1 -2.12 -2.90 -1.62
C3 -2.43 3.88 -1.90
H4 -2.54 5.38 0.62
H5 -1.03 -5.05 -1.64
H6 0.21 5.22 -1.93
H7 5.65 0.42 2.23
H8 -2.45 -5.05 -2.76
C4 4.76 0.67 1.65
N1 -3.69 0.19 -0.91
H9 -2.54 -1.86 -3.76
H10 0.60 5.35 -0.19
Tc1 1.90 -0.22 -0.32
P2 3.61 -0.73 1.64
H11 -6.04 0.89 -1.48
H12 -1.92 3.82 -2.87
N2 -4.74 0.40 -0.08
H13 2.70 -0.15 3.80
H14 2.46 -1.88 3.42
C5 2.85 1.17 -1.64
C6 4.57 -2.17 1.11
C7 1.46 1.27 -1.77
C8 3.17 -1.04 3.37
H15 3.20 -2.19 -2.06
H16 4.95 -2.01 0.09
C9 -3.43 -3.53 -0.48
C10 3.48 -0.08 -1.77
O1 0.57 1.52 1.95
H17 3.91 -3.05 1.10
H18 -3.90 -2.97 -3.30
H19 -3.05 3.69 0.97
N3 -4.39 0.48 1.23
H20 -3.73 -1.33 -2.53
H21 -2.49 0.02 2.06
C11 -3.10 0.13 1.16
H22 -0.90 -4.24 -3.24
H23 4.55 -0.16 -1.60
C12 -0.22 5.28 -0.92
H24 -3.58 -4.61 -0.63
H25 4.25 1.53 2.09
N4 -2.65 -0.04 -0.09
H26 -3.05 -3.34 0.53
C13 1.06 0.91 1.08
H27 -6.58 1.07 0.13
C14 -3.20 -2.20 -2.94
H28 -0.39 0.17 -2.00
H29 0.73 -2.01 -2.31
P3 -1.16 3.74 -0.57
O2 0.49 -2.66 1.08
H30 4.07 -1.30 3.95
H31 -4.36 -2.97 -0.63
C15 2.72 -1.22 -2.03
H32 5.04 0.92 0.62
C16 -1.58 -4.48 -2.41
C17 0.69 0.12 -2.01
H33 -0.87 6.16 -0.83
N5 -5.81 1.15 -0.53
H34 3.44 2.04 -1.39
H35 0.96 2.22 -1.61
H36 -3.11 3.02 -1.81
C18 1.01 -1.78 0.53

Summary:
multiplicity = 4
orbital gap (spin up / spin down) = 7.649 / 4.610 eV
charge = +4
energy above the lowest of the compared OMol25 structures with the same formula, charge and spin = 0.00 kJ/mol
LUMO energy (spin up / spin down) = -12.02 / -15.05 eV

---

No. 5
Density functional theory data (ωB97M-V/def2-TZVPD) for a cluster of 2 separate species, C3H9IN in total at a distorted geometry.

Element x y z (Å)
I1 -2.79 0.06 0.07
H1 -0.58 -1.90 0.25
N1 -0.07 -1.01 0.28
H2 -0.49 0.14 -1.65
H3 -0.98 2.74 -0.42
C1 -0.33 2.12 0.21
C2 1.33 -1.42 -0.19
H4 -0.86 2.11 1.16
C3 -0.78 0.12 -0.56
H5 1.63 -2.41 0.41
H6 0.74 2.21 0.36
H7 2.13 -0.64 0.02
H8 -0.16 -0.56 1.32
H9 1.21 -1.57 -1.25

Summary:
orbital gap = 9.537 eV
charge = +1
energy above the lowest of the compared OMol25 structures with the same formula, charge and spin = 314.24 kJ/mol
LUMO energy = -3.84 eV

---

No. 6
Density functional theory data (ωB97M-V/def2-TZVPD) for a structure of composition C30H19F5N3O4PRu at a distorted geometry.

Element x y z (Å)
H1 -1.47 1.37 2.52
C1 -1.73 -2.14 -1.81
C2 -2.69 1.91 0.18
H2 2.31 6.31 0.42
C3 3.05 -0.29 -2.45
C4 -0.41 1.21 2.65
C5 4.04 -0.79 -1.63
C6 -1.42 -3.31 -1.00
C7 -5.02 1.47 0.08
H3 3.34 6.16 -1.83
C8 -1.39 -5.68 -0.74
H4 0.03 -4.22 1.95
H5 -2.27 -2.34 -2.74
C9 -0.74 -5.59 0.48
H6 -0.47 -6.50 1.00
H7 1.78 0.10 4.97
N1 -2.41 0.61 0.38
N2 -1.59 2.74 0.16
H8 -4.17 3.42 -0.16
H9 3.41 0.91 3.28
C10 2.10 5.46 -0.22
C11 0.06 0.66 3.84
Ru1 -0.40 -0.16 0.17
C12 -0.81 -3.19 0.28
F1 2.17 -1.41 1.39
C13 2.34 0.99 3.09
H10 -5.54 -0.62 0.41
C14 2.39 4.31 -2.32
C15 1.54 3.30 -1.90
F2 5.27 -0.91 -2.07
H11 -1.75 3.73 0.01
C16 3.73 -1.18 -0.33
H12 -2.23 -4.68 -2.44
H13 2.61 1.86 1.16
F3 3.34 0.08 -3.69
H14 -6.04 1.80 -0.06
H15 -0.64 0.33 4.60
P1 -0.05 2.10 0.02
C17 -4.75 0.12 0.33
C18 -3.45 -0.27 0.47
O1 -2.62 -7.03 -2.13
F4 4.68 -1.67 0.45
O2 -1.17 -7.96 -0.80
O3 -1.45 -0.97 -1.55
C19 1.26 4.46 0.23
C20 2.44 -1.03 0.13
C21 -0.45 -4.35 1.00
C22 1.77 -0.15 -1.96
F5 0.83 0.35 -2.77
O4 -0.58 -2.02 0.80
H16 0.84 4.50 1.23
H17 1.30 2.48 -2.56
H18 -3.19 -1.29 0.70
C23 0.99 3.37 -0.62
C24 -1.73 -4.56 -1.49
C25 2.67 5.38 -1.49
H19 2.83 4.25 -3.31
C26 -3.99 2.37 0.02
C27 1.42 0.54 4.05
N3 -1.76 -7.01 -1.27
C28 1.43 -0.50 -0.66
C29 0.50 1.65 1.67
C30 1.90 1.52 1.91

Summary:
orbital gap (spin up / spin down) = 5.392 / 5.452 eV
charge = +2
LUMO energy (spin up / spin down) = -9.38 / -9.28 eV

---

No. 7
Density functional theory data (ωB97M-V/def2-TZVPD) for a structure of composition C27H23CoF12N5O6 at a distorted geometry.

Element x y z (Å)
C1 -3.01 -2.81 2.31
C2 -2.14 -1.60 -3.61
C3 -0.13 -0.95 -3.00
C4 0.47 2.87 6.48
F1 3.14 2.90 0.58
H1 -0.02 3.85 6.54
O1 1.46 0.21 -1.80
H2 1.55 3.03 6.54
N1 1.74 -0.69 1.03
F2 -4.48 -0.41 -1.70
C5 -3.77 2.05 1.00
C6 -0.89 1.17 5.18
F3 -5.79 0.86 -0.54
F4 -0.86 3.91 0.60
H3 -5.77 -3.70 0.73
C7 -0.87 -1.44 -4.11
F5 -2.84 2.42 1.87
C8 -3.27 -0.42 0.89
C9 -2.07 -0.67 1.60
H4 2.24 -0.44 0.19
O2 2.09 -0.72 -3.75
C10 0.31 1.93 2.77
C11 -1.24 0.55 4.00
C12 0.09 2.15 5.21
C13 -4.52 0.78 -1.02
H5 -2.90 -3.74 2.86
C14 -1.97 -1.90 2.28
N2 -1.03 0.24 1.61
O3 -2.23 1.09 -0.67
H6 -2.86 -1.22 -1.65
N3 0.35 -3.15 0.16
N4 -0.88 -0.90 -1.92
C15 0.92 2.56 1.49
C16 1.28 -0.49 -2.81
F6 3.03 1.76 2.40
H7 1.96 -0.01 1.75
F7 1.13 4.76 0.49
C17 1.77 -3.13 0.47
C18 -5.37 -3.49 1.73
F8 -4.14 3.15 0.31
H8 1.41 -1.39 -4.86
H9 -5.07 -4.44 2.17
O4 -1.22 -2.05 -6.35
H10 -1.39 0.89 6.10
F9 2.81 3.92 2.45
H11 -2.02 -0.18 4.02
H12 -6.18 -3.08 2.33
H13 -3.05 -1.92 -4.10
H14 2.32 -2.94 -0.45
F10 -4.86 1.69 1.76
F11 -4.41 1.73 -1.95
C19 -0.64 0.87 2.74
F12 0.06 4.73 2.38
H15 -5.25 -1.14 0.46
C20 -4.21 -2.54 1.66
H16 2.13 -4.09 0.88
C21 -0.43 -1.72 -5.49
O5 0.86 -1.61 -5.72
H17 3.18 -2.11 1.69
H18 -1.05 -2.10 2.81
H19 0.13 -3.79 -0.58
C22 -3.33 0.87 0.04
N5 -2.10 -1.27 -2.31
H20 1.39 3.30 4.01
Co1 -0.20 0.31 -0.18
H21 1.58 -2.24 2.42
C23 0.66 2.51 3.99
C24 2.47 2.80 1.73
H22 -0.22 -3.35 0.97
H23 0.16 2.29 7.36
C25 2.11 -2.03 1.48
C26 0.30 4.00 1.26
O6 0.82 1.90 0.34
C27 -4.31 -1.35 0.95

Summary:
multiplicity = 2
orbital gap (spin up / spin down) = 5.948 / 5.927 eV
charge = -2
LUMO energy (spin up / spin down) = 4.29 / 4.29 eV

---

No. 8
Density functional theory data (ωB97M-V/def2-TZVPD) for a cluster of 11 separate species, C39H108N8O13 in total at a distorted geometry.

Element x y z (Å)
H1 -9.80 2.53 8.34
C1 -12.44 15.39 21.11
H2 -4.83 0.46 15.80
H3 -10.50 0.89 21.84
H4 -20.24 10.23 15.04
H5 -13.53 3.97 16.04
C2 -10.59 -3.76 21.19
H6 -7.37 4.96 10.07
C3 -13.51 10.73 12.14
H7 -13.20 5.23 19.47
C4 -13.80 13.92 19.71
O1 -21.08 8.19 14.77
C5 -4.66 7.81 20.10
H8 -8.99 1.10 22.73
O2 -1.39 -0.63 17.68
C6 -12.34 5.52 18.88
H9 -4.15 -0.22 14.38
N1 -5.34 5.90 21.41
H10 -19.38 7.63 15.83
O3 -13.76 2.46 28.07
C7 -13.22 -2.55 12.30
H11 -11.43 5.58 19.47
C8 -21.16 6.75 17.53
C9 -21.12 6.28 16.06
H12 -12.50 3.59 18.15
C10 -2.21 -0.03 16.65
H13 -14.50 10.70 11.70
H14 -5.58 8.37 19.93
C11 -12.74 9.70 11.25
O4 -13.43 14.33 21.05
H15 -10.62 2.48 10.89
H16 -12.79 3.76 29.20
C12 -5.44 7.90 25.09
H17 -10.90 13.19 21.39
H18 -16.93 -1.68 17.52
H19 -7.83 -0.17 19.26
C13 -13.21 -4.08 12.52
H20 -20.20 6.87 18.03
H21 -12.49 1.35 29.26
H22 -7.93 -0.90 21.74
H23 -10.58 -3.96 20.12
C14 -8.74 -0.46 21.16
H24 -4.75 8.70 25.37
H25 -13.36 -4.49 11.52
O5 -17.07 1.26 19.26
C15 -3.22 -1.05 16.23
C16 -16.81 -0.17 19.14
C17 -0.10 0.00 17.78
H26 -1.71 0.34 15.76
C18 -7.71 4.13 10.69
H27 -7.63 1.03 20.27
H28 -13.08 11.73 12.23
H29 -5.08 -1.31 15.36
H30 -12.40 5.85 27.61
H31 -9.17 15.98 20.40
H32 -13.27 13.02 19.40
H33 -12.87 16.18 20.51
H34 -14.81 -2.40 10.80
H35 -13.77 6.05 29.83
H36 -16.35 -0.15 10.73
O6 -13.63 10.14 13.41
H37 -21.58 7.76 17.61
C19 -10.99 15.12 20.47
H38 -8.38 1.94 9.14
O7 -10.90 4.53 17.11
C20 -4.62 7.14 21.49
C21 -15.77 0.06 11.62
H39 -14.31 3.21 29.92
H40 -7.00 3.31 10.62
H41 -7.85 4.48 11.71
H42 -17.48 -0.64 19.86
H43 -12.66 4.48 26.81
H44 -19.57 5.21 16.70
H45 -15.43 -2.52 12.47
H46 -16.94 1.49 20.18
H47 -3.88 8.57 20.11
C22 -20.18 7.19 15.23
C23 -4.40 -0.47 15.42
H48 -6.37 8.43 24.88
O8 -5.07 7.19 23.89
H49 -12.45 15.86 22.10
H50 -14.88 13.91 19.76
H51 -9.73 14.46 22.09
H52 -18.38 0.71 17.08
H53 -4.46 7.14 19.26
H54 -15.54 1.12 11.50
H55 -7.41 1.85 6.87
H56 -21.02 4.45 16.75
H57 -19.73 6.71 14.35
H58 -9.93 -4.50 21.65
H59 -14.27 5.07 16.79
N2 -14.52 5.91 29.16
H60 -2.65 0.85 17.11
H61 -20.88 9.78 13.50
H62 -12.37 -4.55 13.02
O9 -8.15 3.63 7.79
C24 -20.34 9.39 14.36
H63 -5.52 7.16 25.89
O10 -18.24 -0.24 17.16
H64 -13.60 5.86 26.33
C25 -13.25 5.31 27.21
H65 -16.20 -0.18 17.03
C26 -16.99 -0.60 17.65
H66 -11.62 -3.84 21.53
H67 0.61 -0.62 18.31
H68 -6.10 8.46 22.57
C27 -12.23 4.55 17.71
H69 -11.02 14.81 19.42
H70 -6.30 5.95 21.09
H71 -6.82 3.31 6.12
C28 -13.22 4.87 16.57
C29 -10.22 14.03 21.22
H72 -16.48 -0.07 12.44
H73 -9.48 13.60 20.54
N3 -20.42 5.03 16.18
H74 -9.58 2.98 12.03
N4 -10.12 16.32 20.47
H75 -3.58 6.82 21.62
H76 -13.56 14.73 19.02
H77 -4.50 8.89 22.70
C30 -14.66 -2.08 11.83
H78 -10.34 4.21 17.83
H79 -13.18 8.70 11.19
H80 -13.52 0.46 28.03
H81 -12.56 6.56 18.63
H82 -12.46 -2.18 11.62
H83 -12.07 -1.40 13.41
C31 -13.84 3.55 28.99
H84 -8.90 -2.32 19.98
H85 -15.80 -0.42 19.44
H86 -19.35 9.10 14.00
C32 -9.61 0.38 22.20
H87 -10.15 16.69 21.41
H88 -0.15 1.03 18.14
H89 -9.95 -0.32 22.95
H90 -12.82 5.60 15.87
C33 -13.46 1.25 28.78
C34 -14.28 4.80 28.24
C35 -9.57 -1.67 20.55
N5 -3.91 -1.69 17.34
H91 -14.25 1.09 29.52
H92 -14.01 -4.51 13.12
H93 -10.90 9.14 10.98
H94 -21.88 6.18 18.12
N6 -9.65 2.72 11.06
C36 -9.01 3.60 10.15
O11 -14.58 -0.69 11.86
H95 -3.78 -1.14 18.18
C37 -7.66 2.89 6.68
H96 -2.89 -1.83 15.55
H97 -8.44 2.88 5.92
O12 -11.44 9.41 11.72
C38 -5.12 8.00 22.71
H98 -12.74 9.81 13.57
H99 -9.63 4.45 9.87
H100 -13.57 -1.31 13.79
O13 -10.22 -2.44 21.55
N7 -12.87 -2.00 13.57
H101 -15.23 4.57 27.75
H102 0.29 0.01 16.76
H103 -10.27 -1.25 19.83
C39 -8.86 2.85 8.79
H104 -3.29 -2.45 17.58
H105 -5.51 5.80 22.40
H106 -12.60 10.08 10.23
N8 -8.30 0.33 19.99
H107 -14.78 6.81 28.80
H108 -22.07 6.03 15.59

Summary:
structure (SMILES) = COC[C@H](C)N.COC[C@H](C)N.COC[C@H](C)N.COC[C@H](C)N.COC[C@H](C)N.COC[C@H](C)N.COC[C@H](C)N.COC[C@H](C)N.CC(C)O.OCCO.OCCO
orbital gap = 9.166 eV
energy above the lowest of the compared OMol25 structures with the same formula, charge and spin = 1014.69 kJ/mol
LUMO energy = 0.28 eV